Below is a structure of composition C39H37N13O2SSn, with properties calculated with wB97M-V/def2-TZVPD.

```
! RIJCOSX wB97M-V def2-TZVPD def2/J DEFGRID3
* xyz 2 1
Sn 0.096 0.283 -0.523
C 0.069 -4.315 1.353
C -0.356 -3.075 0.887
N 0.318 -1.975 1.162
C 1.423 -2.070 1.902
C 1.867 -3.334 2.316
N 1.187 -4.428 2.046
C 2.088 -0.809 2.274
C 3.115 -0.757 3.212
C 3.658 0.478 3.565
C 3.137 1.616 2.958
C 2.093 1.478 2.047
N 1.597 0.294 1.719
C 1.416 2.657 1.498
C 2.057 3.880 1.279
N 1.377 4.949 0.934
C 0.071 4.850 0.795
C -0.563 3.617 0.915
N 0.113 2.536 1.259
C 4.716 0.569 4.579
C 5.709 -0.407 4.651
C 6.659 -0.310 5.658
N 6.651 0.673 6.529
C 5.734 1.614 6.469
C 4.737 1.610 5.504
H -0.481 -5.227 1.166
H -1.246 -2.947 0.290
H 2.783 -3.481 2.869
H 3.463 -1.652 3.699
H 3.517 2.592 3.207
H 3.127 3.994 1.359
H -0.470 5.757 0.570
H -1.625 3.495 0.758
H 5.760 -1.205 3.928
H 7.441 -1.045 5.765
H 5.794 2.393 7.213
H 3.989 2.387 5.491
S -1.150 2.254 -2.208
C -2.784 2.072 -1.802
N -3.703 2.893 -2.268
N -4.964 2.642 -2.381
C -5.586 1.454 -2.733
C -6.977 1.347 -2.613
C -7.607 0.189 -3.029
C -6.872 -0.848 -3.589
C -5.495 -0.728 -3.738
C -4.848 0.407 -3.302
N -3.209 1.106 -0.925
N -2.503 0.760 0.038
C -2.906 -0.159 0.958
C -2.101 -0.256 2.105
C -2.438 -1.148 3.098
C -3.572 -1.943 2.961
C -4.374 -1.846 1.828
C -4.050 -0.961 0.821
H -5.547 3.479 -2.366
H -7.552 2.158 -2.189
H -8.677 0.095 -2.931
H -7.366 -1.748 -3.918
H -4.926 -1.513 -4.209
H -3.783 0.514 -3.440
H -1.241 0.395 2.187
H -1.836 -1.224 3.990
H -3.841 -2.632 3.745
H -5.252 -2.469 1.741
H -4.655 -0.874 -0.069
C -0.911 -1.768 -4.054
C -1.121 -2.208 -2.603
C -2.530 -2.767 -2.381
O -0.884 -1.171 -1.721
H -0.957 -2.624 -4.721
H 0.059 -1.284 -4.162
H -1.680 -1.052 -4.334
H -0.407 -3.029 -2.395
H -3.248 -1.953 -2.421
H -2.605 -3.230 -1.402
H -2.773 -3.505 -3.138
C 4.126 2.843 -2.676
N 3.762 1.443 -2.703
C 4.365 0.542 -3.504
C 4.000 -0.766 -3.498
C 2.942 -1.146 -2.626
N 2.353 -0.241 -1.852
C 2.734 1.046 -1.861
O 2.187 1.869 -1.129
N 2.523 -2.407 -2.530
H 4.842 3.066 -3.462
H 4.554 3.097 -1.702
H 3.227 3.446 -2.812
H 5.150 0.911 -4.145
H 4.473 -1.487 -4.141
H 2.904 -3.130 -3.115
H 1.706 -2.595 -1.972
*
```

Computed properties:
Kohn-Sham gap (spin up / spin down) in eV: 5.83 / 5.12
M in Da: 870.592
Lowest unoccupied orbital energy (spin up / spin down) in eV: -7.3 / -7.8
Energy relative to the best compared isomer or geometry (same formula, charge and spin) in kJ/mol: 268.64
Electronic energy in eV: -81161.27908